[1]
Computed, not measured: 2 unconnected molecules or ions with the total composition C3H8ClIN3, with ωB97M-V with the def2-TZVPD basis set.

XYZ file:
```
16
Properties=species:S:1:pos:R:3:forces:R:3
C 0.754251 0.255793 0.798181 1.646 0.128 -0.971
C 0.868456 -0.707288 -0.107683 -1.435 -2.499 -1.791
C -0.980917 0.457147 -1.042229 -0.219 -1.939 -0.921
N 0.104733 0.174474 1.919025 -0.800 0.751 1.972
N 0.165304 -1.959223 -0.047487 0.969 2.603 -0.182
N -0.587497 1.636041 -1.473000 0.538 -2.160 -0.591
Cl 1.655541 1.645666 0.528971 0.553 1.218 -0.028
I -2.540823 0.194817 0.325576 0.209 0.225 -1.062
H 1.446841 -0.484620 -0.980142 0.361 -0.285 -0.243
H -0.730517 -0.445978 -1.745504 -0.739 1.723 1.715
H 0.338739 0.816507 2.643700 -0.117 0.171 0.564
H 0.452604 -2.640414 -0.724322 0.199 -0.435 0.345
H -0.263097 -0.703567 2.148558 -0.579 -0.960 0.831
H -1.017751 2.473633 -1.181865 0.130 1.204 0.335
H 0.299754 1.501946 -1.966023 -0.623 1.444 -0.246
H 0.034386 -2.214934 0.904250 -0.093 -1.191 0.274
```
Forces are in eV/Å.

Computed properties:
Net charge: +1
Frontier orbital gap in eV: 8.15
HOMO in eV: -12.12

=====

[2]
Computed, not measured: 2 unconnected molecules or ions with the total composition C3H8ClN, with ωB97M-V with the def2-TZVPD basis set.

XYZ file:
```
13
Properties=species:S:1:pos:R:3:forces:R:3
C -1.271454 -0.014817 0.959907 -0.169 1.321 3.568
C -0.212719 1.008386 0.934354 -2.240 1.377 1.129
C 0.878247 0.137877 -0.952744 -0.638 -1.112 -3.852
N 1.346156 -1.136825 -0.711400 1.161 2.353 1.363
Cl -0.437778 -0.072274 -2.208987 -0.458 0.777 -0.118
H -1.057016 -1.036317 1.261601 0.742 -0.014 -0.343
H -1.976052 0.311355 1.801709 0.282 -0.337 -1.092
H -1.726145 0.055873 0.067902 -2.380 -0.401 -2.909
H -0.290183 2.046210 0.586872 -0.357 -0.783 -0.150
H 0.525856 0.800286 1.581208 3.018 -0.225 2.030
H 1.434472 1.037463 -1.340919 0.142 -1.416 1.141
H 0.678217 -1.868067 -0.667688 -0.562 -0.352 -0.177
H 2.108400 -1.269151 -1.311815 1.459 -1.187 -0.590
```
Forces are in eV/Å.

Computed properties:
2S+1: 3
Frontier orbital gap (alpha / beta) in eV: 6.83 / 9.09
HOMO (alpha / beta) in eV: -5.82 / -9.96

=====

[3]
Computed, not measured: a gas-phase ion, C3H8ClN2 (charge +1), with ωB97M-V with the def2-TZVPD basis set.

XYZ file:
```
14
Properties=species:S:1:pos:R:3:forces:R:3
C 0.843291 1.394104 -1.194094 -0.636 0.454 -0.867
C -1.458083 0.593423 -0.990781 1.148 5.056 -2.461
C 0.089275 -0.016797 0.724287 -3.491 -0.844 0.612
N -0.032645 0.633566 -0.574222 -0.342 -1.228 0.661
N 0.785158 -1.315446 0.878490 3.839 -1.004 -0.567
Cl 2.390020 1.438189 -0.470384 0.291 -0.459 0.548
H -1.617364 1.407752 -1.853387 0.534 -1.703 2.062
H -1.714898 -0.279538 -1.432108 -0.702 -3.056 -1.011
H -2.072431 0.868944 -0.170122 -0.586 0.169 0.633
H 0.607633 0.617453 1.389479 -0.018 0.920 1.029
H -1.035818 -0.351369 0.967814 2.710 1.383 0.293
H 1.230482 -1.567060 1.798246 -1.449 0.715 -0.143
H 1.703466 -1.303795 0.375213 -0.804 0.153 -0.495
H 0.281914 -2.119427 0.551568 -0.494 -0.556 -0.294
```
Forces are in eV/Å.

Computed properties:
Net charge: +1
Frontier orbital gap in eV: 8.48
HOMO in eV: -12.73

=====

[4]
Computed, not measured: C3H8ClN3S in the gas phase, with ωB97M-V with the def2-TZVPD basis set.

XYZ file:
```
16
Properties=species:S:1:pos:R:3:forces:R:3
C 0.613489 0.242892 0.537564 0.608 1.089 -0.419
C 1.349981 -0.284126 -0.729870 -0.573 0.717 1.533
C -0.668976 0.921715 0.007726 -0.490 -0.600 -0.709
H 0.116396 -1.646575 1.350097 0.244 0.641 -0.316
H 0.002035 -0.392966 2.368253 0.138 0.062 0.119
H 1.219479 1.109247 0.897897 -0.299 -0.678 0.000
H 0.823972 -1.160659 -1.028964 -0.088 -0.686 -0.680
H 1.377226 0.492698 -1.465808 -0.389 0.206 -0.555
H -0.122306 2.762684 0.017153 1.257 0.652 0.522
H -2.471814 0.673797 -0.752321 0.060 -0.694 -0.074
H -1.269226 -1.957808 -1.411572 -0.642 -0.058 0.701
N 0.549249 -0.751005 1.595557 -0.364 -0.058 0.043
N -0.847910 2.163405 -0.268372 -1.068 -2.002 0.075
N -1.717633 0.063415 -0.431704 0.105 1.713 0.476
S -1.980225 -1.586394 -0.279794 0.781 0.099 -0.937
Cl 3.026257 -0.650317 -0.405847 0.720 -0.405 0.221
```
Forces are in eV/Å.

Computed properties:
Frontier orbital gap in eV: 9.82
HOMO in eV: -9.24

=====

[5]
Computed, not measured: a molecular structure, C3H8ClNO3S, with ωB97M-V with the def2-TZVPD basis set.

XYZ file:
```
17
Properties=species:S:1:pos:R:3:forces:R:3
C -0.190032 1.577536 1.571451 -3.524 -0.097 -1.163
C -0.955932 0.369238 1.970968 -3.008 -1.641 -1.878
C 0.363617 -1.374559 -2.766614 -0.612 2.039 0.428
N -0.415226 -0.944446 1.623087 2.155 -1.077 0.368
O -1.033003 -0.021015 -0.940292 -0.559 -0.385 0.085
O 1.385751 0.503279 -1.134804 -0.093 -1.432 1.667
O 0.731118 -1.041086 1.123458 -2.664 1.087 2.790
S 0.241668 -0.719093 -1.028434 0.825 0.796 -3.292
Cl 2.000138 -1.811657 -3.074641 0.800 -0.109 -0.488
H -0.849919 2.421695 1.725239 0.309 0.469 0.531
H 0.616528 1.511087 2.163140 3.349 0.818 1.895
H 0.008802 1.596857 0.531646 0.461 -0.143 -0.840
H -1.210212 0.299817 3.019079 0.406 -0.079 0.634
H -2.073960 0.194844 1.550405 2.417 0.874 0.409
H -0.152090 -0.730615 -3.511884 0.759 -0.212 0.441
H -0.189385 -2.251777 -2.633772 -0.968 -1.442 -0.073
H 1.722137 0.419894 -0.188033 -0.053 0.535 -1.514
```
Forces are in eV/Å.

Computed properties:
Frontier orbital gap (alpha / beta) in eV: 8.83 / 8.83
HOMO (alpha / beta) in eV: -9.29 / -9.29

=====

[6]
Computed, not measured: a molecular structure, C3H8ClNS, with ωB97M-V with the def2-TZVPD basis set.

XYZ file:
```
14
Properties=species:S:1:pos:R:3:forces:R:3
C -1.410421 0.195057 -1.143472 2.535 4.131 -1.770
C -0.889240 0.066940 1.263482 2.637 1.630 -2.222
C 2.876575 0.460965 0.249377 1.085 0.828 0.699
N -0.797672 -0.563350 -0.059447 -0.061 1.731 -1.000
S 2.602736 -0.842866 -0.713838 0.507 -1.510 -1.548
Cl 4.483612 0.626355 0.650346 0.691 0.971 0.793
H -0.954569 0.066676 -2.238493 -0.942 -0.605 2.393
H -2.508092 0.163401 -1.196358 0.295 0.149 0.082
H -1.000628 1.366808 -0.992978 -1.584 -2.832 -0.211
H -1.816549 0.368453 1.644480 -1.649 0.524 0.201
H -0.458877 -0.643908 1.863414 0.847 -1.637 2.063
H -0.135019 0.922554 1.265962 -1.211 -0.764 0.049
H -1.326065 -1.374220 -0.051194 -0.810 -2.323 0.404
H 1.334203 -0.812859 -0.541283 -2.340 -0.292 0.067
```
Forces are in eV/Å.

Computed properties:
2S+1: 3
Frontier orbital gap (alpha / beta) in eV: 7.88 / 8.26
HOMO (alpha / beta) in eV: -6.98 / -9.58

=====

[7]
Computed, not measured: a molecular structure, C3H8F2NO2PS2, with ωB97M-V with the def2-TZVPD basis set.

XYZ file:
```
19
Properties=species:S:1:pos:R:3:forces:R:3
O 3.350802 -1.084507 0.509381 0.844 0.464 1.570
S 2.007458 -1.428077 0.280830 0.826 0.567 -1.340
O 1.797034 -2.014628 -0.987049 -1.308 -0.695 -0.336
F 1.504718 -2.402248 1.370865 -0.203 0.239 0.103
N 1.019338 -0.092796 0.533418 0.600 -1.110 -1.152
C -0.286640 -0.385896 -0.154768 -0.706 0.306 0.664
C -1.487895 0.283962 0.525036 -0.285 -0.838 -0.651
C -2.673577 0.178301 -0.434970 0.422 -0.074 0.158
F -3.735405 0.879611 0.107800 -0.087 0.023 -0.231
P 1.780018 1.357872 -0.073111 -0.051 1.812 0.997
S 0.950262 2.995006 0.536696 -0.164 -0.310 -0.197
H -0.448555 -1.459730 -0.076367 0.061 0.000 -0.179
H -0.237054 -0.151231 -1.222104 0.192 0.097 0.055
H -1.749907 -0.341596 1.379162 0.140 0.481 0.386
H -1.329524 1.324616 0.789935 0.120 -0.049 0.076
H -2.990026 -0.859452 -0.577714 -0.013 0.020 0.101
H -2.412108 0.567895 -1.423934 -0.229 0.315 0.100
H 3.099189 1.296502 0.399003 -0.191 -0.545 -0.271
H 1.841873 1.336395 -1.482109 0.034 -0.702 0.148
```
Forces are in eV/Å.

Computed properties:
Frontier orbital gap in eV: 9.80
HOMO in eV: -9.39

=====

[8]
Computed, not measured: 2 unconnected molecules or ions with the total composition C3H8FN, with ωB97M-V with the def2-TZVPD basis set.

XYZ file:
```
13
Properties=species:S:1:pos:R:3:forces:R:3
C 1.460865 -1.116607 -0.230306 -3.163 1.040 0.667
C 0.004590 1.425613 -0.241385 -0.930 1.869 -1.203
C -1.249764 -0.421395 0.589687 1.455 0.244 0.353
N 0.032890 0.294412 0.593444 -0.941 -3.113 -0.084
F -1.759335 -0.726695 -0.696547 0.645 -0.439 0.275
H 1.298293 -0.756855 -1.233800 0.343 -0.046 -0.192
H 2.162829 -0.585181 0.366939 0.811 -0.270 0.142
H 1.263985 -2.240455 -0.114798 0.090 2.043 0.331
H 0.906102 2.006410 -0.010991 0.213 -0.201 -1.089
H -0.249597 1.126367 -1.320374 0.860 0.983 1.146
H -0.799048 2.223473 0.056585 0.809 -1.741 -0.191
H -0.931119 -1.255161 1.195794 -0.844 -1.161 -0.401
H -2.140695 0.026069 1.045756 0.651 0.791 0.245
```
Forces are in eV/Å.

Computed properties:
Frontier orbital gap (alpha / beta) in eV: 9.07 / 9.07
HOMO (alpha / beta) in eV: -8.97 / -8.97

=====

[9]
Computed, not measured: a gas-phase ion, C3H8FN3 (charge +2), with ωB97M-V with the def2-TZVPD basis set.

XYZ file:
```
15
Properties=species:S:1:pos:R:3:forces:R:3
C 0.682238 -1.292807 -0.033216 5.233 -0.417 -0.897
C -1.604967 -0.155315 0.067667 5.017 -2.132 0.987
C 0.706450 1.123444 0.407343 1.395 -0.474 -2.467
N 2.004302 -1.272414 -0.234300 0.371 3.526 0.462
N -2.323118 0.825315 -0.268656 1.774 1.072 -0.546
N 0.110197 -0.184653 0.273504 -7.829 2.113 0.039
F -2.105076 -1.306255 0.316322 0.263 0.944 -0.017
H 0.212703 -2.203837 -0.064513 -1.552 -2.017 -0.354
H 1.099191 1.372532 -0.631023 0.246 0.028 1.406
H 1.435653 1.076860 1.209285 0.173 0.383 0.018
H -0.037922 1.840946 0.577577 -0.924 0.942 0.792
H 2.683773 -1.971217 -0.596870 -1.253 0.042 0.607
H 2.455654 -0.257847 -0.105103 -0.914 -3.218 -0.571
H -2.026136 1.719542 -0.700484 0.180 -0.540 0.565
H -3.292944 0.685705 -0.217527 -2.180 -0.253 -0.025
```
Forces are in eV/Å.

Computed properties:
Net charge: +2
Frontier orbital gap in eV: 10.41
HOMO in eV: -20.25

=====

[10]
Computed, not measured: a molecular structure, C3H8FNS, with ωB97M-V with the def2-TZVPD basis set.

XYZ file:
```
14
Properties=species:S:1:pos:R:3:forces:R:3
C -0.658372 -0.015536 0.024270 -5.010 -0.954 -2.536
C 0.335448 -0.961215 0.487160 3.350 -3.969 1.423
C -0.516139 1.177637 0.752646 3.307 6.224 3.785
H -0.053163 0.925440 -1.691586 4.533 2.682 -1.496
H -0.569217 -0.744254 -1.790890 -0.546 4.497 -0.064
H -1.790518 -0.453118 0.065815 2.625 0.655 0.975
H 0.146022 -2.059387 0.169620 0.586 1.929 -0.073
H 0.447006 -1.112805 1.644813 -0.547 0.832 -2.138
H 2.597490 -1.685585 -1.212055 -1.033 3.001 2.821
H 0.046622 1.161546 1.839865 -1.185 -0.589 -2.758
H 0.225646 1.883512 0.058581 -1.887 -1.296 1.933
N -0.754594 0.381635 -1.435855 -3.284 -8.896 1.365
F -1.665278 1.904759 1.085922 0.157 -0.489 -0.898
S 2.209048 -0.402628 0.001696 -1.067 -3.626 -2.340
```
Forces are in eV/Å.

Computed properties:
Frontier orbital gap in eV: 9.19
HOMO in eV: -9.63

=====

[11]
Computed, not measured: 2 unconnected molecules or ions with the total composition C3H8FNS, with ωB97M-V with the def2-TZVPD basis set.

XYZ file:
```
14
Properties=species:S:1:pos:R:3:forces:R:3
C 0.627417 -1.345402 0.911181 2.604 1.597 -2.824
C 1.413914 0.885283 0.214467 -0.174 2.565 -1.442
C -0.899063 0.327975 -0.096645 -0.561 -3.633 -0.375
N 0.278403 0.016987 0.367630 1.792 -0.974 1.386
F -3.307794 -0.056779 -2.012225 1.552 1.782 -0.157
S -1.352599 1.683657 -0.828670 -0.188 1.856 -0.477
H 0.517006 -1.320529 1.921279 0.283 0.217 3.134
H -0.045646 -2.090857 0.616128 -0.900 -0.990 -1.158
H 1.753419 -1.576148 0.596507 -2.705 0.248 0.719
H 2.296430 0.302508 0.378894 0.545 -0.077 -0.145
H 1.319540 1.273124 -0.877616 0.620 -0.464 1.718
H 1.493176 1.826432 0.866011 -0.603 -1.450 -0.667
H -1.464431 -0.650295 -0.130270 -0.394 1.439 0.053
H -2.629772 0.724045 -1.926671 -1.871 -2.115 0.235
```
Forces are in eV/Å.

Computed properties:
Frontier orbital gap in eV: 9.66
HOMO in eV: -9.11

=====

[12]
Computed, not measured: a molecular structure, C3H8FOP, with ωB97M-V with the def2-TZVPD basis set.

XYZ file:
```
14
Properties=species:S:1:pos:R:3:forces:R:3
C -1.371830 -0.131907 1.361206 1.889 -0.699 1.333
C 0.769893 -1.730284 -1.178943 0.738 -2.608 0.301
C 0.546680 1.858243 0.458448 1.467 1.093 -0.141
O 0.244310 -0.605436 -1.676020 -1.637 3.799 1.902
F -1.696778 1.163218 -0.920644 1.375 -0.398 1.316
P -0.607438 0.563347 0.118474 -1.065 -0.647 -4.154
H -2.292102 -0.607394 1.176906 -0.955 -0.647 -0.149
H -0.686037 -0.595271 2.124147 -0.934 0.754 -0.586
H 1.777563 -2.002560 -1.632609 -1.039 0.240 0.318
H 0.063002 -2.597765 -1.265881 0.553 0.203 -0.381
H 0.914489 -1.705411 -0.104741 0.465 0.061 0.702
H 1.013081 2.047829 -0.578242 -0.254 -0.090 1.829
H 0.022497 2.799263 0.841218 0.499 -1.422 -0.662
H 1.302671 1.544128 1.276682 -1.103 0.361 -1.629
```
Forces are in eV/Å.

Computed properties:
Frontier orbital gap (alpha / beta) in eV: 8.64 / 8.65
HOMO (alpha / beta) in eV: -8.79 / -8.79

=====

Respective total energy values: -1040.9496, -633.8400, -688.4360, -1141.7281, -1257.7859, -1032.0366, -1661.7793, -273.5801, -382.4975, -671.7414, -671.8710, -635.4656 a.u..
Respective max |F| values: 3.4, 4.1, 5.7, 2.3, 4.0, 5.2, 2.1, 3.4, 8.1, 9.6, 4.2, 4.6 eV/A.